44
Properties=species:S:1:pos:R:3:forces:R:3 method="wB97M-V/def2-TZVPD" homo_ev=-8.51 de_lowest_kj_mol=239.3 charge=0 total_energy_ev=-26644.31983
C -0.73715 -1.08212 -5.53701 -0.06 -0.11 0.02
C -0.55551 -2.58568 -5.32610 0.14 0.01 -0.16
C 0.69618 -2.86187 -4.51538 -0.32 -0.17 -0.36
O 1.67193 -3.36899 -5.02842 0.03 0.07 0.00
C 0.69917 -2.45095 -3.09463 0.24 0.06 0.48
C -0.44772 -2.14301 -2.36633 0.29 -0.14 -0.22
C -0.37481 -1.76802 -1.03848 -0.09 0.07 0.42
C 0.85991 -1.68843 -0.40145 0.11 -0.18 -0.34
C 2.01783 -1.99706 -1.12396 -0.12 0.08 0.22
C 1.93434 -2.37433 -2.44160 -0.16 0.01 -0.10
H 2.82420 -2.61655 -3.00297 0.06 -0.03 -0.03
H 2.96862 -1.93404 -0.61832 0.11 0.00 0.06
O 1.06832 -1.35351 0.89829 0.19 -0.02 -0.27
C -0.00127 -1.06398 1.76793 -0.30 0.53 0.18
C -0.42625 0.41293 1.72248 0.18 -0.25 0.56
O -1.26363 0.58100 0.59563 -0.18 0.13 -0.32
H -1.45954 1.51623 0.47845 0.05 -0.03 0.00
C -1.15614 0.82985 3.02567 0.11 -0.17 -0.23
N -0.98031 2.19665 3.46151 -0.01 0.08 0.00
C 0.34273 2.52137 3.96169 -0.08 0.33 0.14
C 0.27380 3.88694 4.64952 0.24 -0.33 0.10
H 1.26225 4.20026 4.98883 -0.06 -0.05 0.03
O -0.17497 4.88459 3.76251 0.10 0.10 -0.09
C -1.44610 4.55920 3.25493 -0.23 -0.11 -0.32
C -1.42181 3.21276 2.52585 -0.03 0.26 0.32
H -2.42926 2.96820 2.18147 -0.02 0.01 -0.05
H -0.74497 3.30569 1.65659 -0.04 -0.02 -0.04
H -1.72063 5.36511 2.57219 -0.05 -0.06 0.04
H -2.17577 4.50691 4.07653 0.02 0.00 -0.09
H -0.40789 3.81998 5.51035 0.08 -0.01 -0.04
H 0.64555 1.76144 4.68399 0.05 0.00 0.02
H 1.09707 2.56895 3.15791 0.01 -0.03 0.05
H -2.22763 0.66410 2.87299 0.06 -0.10 -0.01
H -0.83065 0.19165 3.84991 -0.02 -0.04 0.02
H 0.48998 1.01108 1.60516 -0.07 -0.09 0.05
H -0.87002 -1.69857 1.57007 0.03 -0.05 0.04
H 0.39050 -1.29286 2.76281 -0.11 0.03 -0.11
H -1.28187 -1.51276 -0.51636 -0.03 0.02 0.03
H -1.42349 -2.20691 -2.82238 -0.09 0.03 -0.08
H -0.44209 -3.07919 -6.29295 0.01 -0.07 0.14
H -1.42817 -3.00523 -4.82411 -0.04 -0.04 0.00
H 0.12347 -0.67255 -6.06092 0.06 0.08 -0.04
H -0.83772 -0.56410 -4.58625 -0.02 0.11 0.02
H -1.62605 -0.89251 -6.13464 -0.04 0.07 -0.03